Below is C11H21N5O2PdS as an isolated structure at a distorted geometry, with properties calculated with wB97M-V/def2-TZVPD.

Last column: Löwdin charge in e.
Cartesian coordinates (Å):
Pd -0.05 0.24 0.00  0.2156
O 0.53 -2.04 1.11  -0.2173
N 1.62 -1.87 1.79  -0.2366
C 2.42 -2.94 1.96  -0.0444
C 3.61 -2.88 2.64  -0.0776
C 3.99 -1.66 3.21  -0.0891
C 3.16 -0.58 3.06  -0.1211
C 1.95 -0.66 2.36  -0.6941
S 0.92 0.69 2.30  0.6120
H 2.04 -3.84 1.51  0.1275
H 4.21 -3.76 2.75  0.0973
H 4.91 -1.58 3.77  0.1016
H 3.40 0.38 3.51  0.0936
C 0.88 4.01 -3.26  -0.1010
N 1.19 2.60 -3.31  0.0058
C 1.03 1.78 -2.22  -0.6503
N 1.05 2.37 -1.01  0.1414
O 0.86 0.57 -2.36  -0.0200
H 0.72 4.38 -4.27  0.0814
H 1.70 4.58 -2.82  0.0793
H -0.03 4.18 -2.68  0.0860
H 1.08 2.13 -4.20  0.1323
H 1.34 3.31 -0.85  0.0962
H 1.07 1.67 -0.22  -0.0020
N -1.88 -1.72 -0.03  -0.0504
C -2.37 -1.35 -1.36  -0.1374
C -2.53 0.18 -1.38  -0.2132
N -3.40 0.67 -0.33  -0.0636
C -2.91 0.24 0.97  -0.2162
C -2.77 -1.29 1.05  -0.1347
H -0.88 -1.12 0.14  0.0373
H -1.60 -2.70 0.06  0.1567
H -3.32 -1.86 -1.56  0.1244
H -1.64 -1.65 -2.11  0.1306
H -2.90 0.51 -2.35  0.1239
H -1.52 0.63 -1.21  0.0689
H -4.36 0.38 -0.48  0.1106
H -3.57 0.62 1.75  0.1216
H -1.90 0.70 1.11  0.0716
H -3.75 -1.77 0.94  0.1249
H -2.33 -1.56 2.01  0.1285

Calculated values
HOMO level = -0.2388 Eh
Energy relative to the best compared isomer or geometry (same formula, charge and spin) = 39.00 kcal per mole
LUMO energy = 0.605 eV

=====

Below is C36H64O15Y as an isolated structure at a distorted geometry, with properties calculated with wB97M-V/def2-TZVPD.

Last column: Löwdin charge in e.
Cartesian coordinates (Å):
Y 24.75 28.32 -5.02  1.8228
C 25.59 31.91 -3.30  -0.0784
C 26.54 31.29 -4.36  -0.4251
O 25.96 30.34 -5.17  -0.4195
H 26.14 32.58 -2.64  0.0679
H 25.13 31.23 -2.59  0.0486
H 24.76 32.44 -3.77  0.0580
H 27.42 30.85 -3.89  0.0821
H 26.91 32.09 -5.00  0.0976
C 22.14 28.17 -1.42  -0.0801
C 23.57 28.58 -1.47  -0.4056
O 24.12 28.21 -2.70  -0.3762
H 21.59 28.68 -2.21  0.0703
H 21.66 28.55 -0.51  0.0674
H 22.03 27.08 -1.45  0.0564
H 24.12 28.19 -0.62  0.0870
H 23.64 29.66 -1.33  0.0823
C 26.45 30.38 3.93  -0.1546
C 25.89 30.54 2.57  -0.1804
C 25.67 29.14 2.00  -0.1594
O 25.61 28.26 3.16  -0.1688
C 26.46 28.83 4.13  -0.2062
H 25.74 30.76 4.66  0.1083
H 27.45 30.79 4.08  0.1136
H 26.66 30.90 1.89  0.1116
H 25.05 31.23 2.54  0.0969
H 26.49 28.73 1.41  0.1178
H 24.72 29.11 1.47  0.0968
H 27.44 28.37 3.97  0.1092
H 26.19 28.49 5.13  0.1159
C 20.70 32.62 1.36  -0.1489
C 20.75 31.94 2.70  -0.1737
C 21.99 31.06 2.56  -0.1711
O 22.63 31.40 1.27  -0.1543
C 21.54 31.77 0.40  -0.1857
H 21.20 33.59 1.46  0.1196
H 19.67 32.76 1.01  0.1128
H 19.88 31.38 3.07  0.0955
H 20.94 32.59 3.56  0.1109
H 21.69 30.02 2.65  0.1036
H 22.74 31.29 3.32  0.1124
H 21.02 30.90 -0.01  0.0907
H 22.00 32.31 -0.43  0.1143
C 23.26 25.32 1.43  -0.1188
C 22.86 26.27 2.64  -0.1361
C 21.54 25.67 3.12  -0.2016
O 21.03 24.83 2.07  -0.1515
C 21.83 24.96 0.86  -0.1641
H 23.83 24.46 1.78  0.1061
H 23.90 25.71 0.64  0.0841
H 22.74 27.33 2.40  0.0913
H 23.68 26.14 3.35  0.1011
H 20.80 26.44 3.31  0.0953
H 21.68 25.19 4.09  0.1170
H 21.45 25.67 0.13  0.0707
H 21.83 23.97 0.40  0.1060
O 26.85 27.88 -3.87  -0.0349
C 27.98 27.75 -3.35  -0.3642
O 28.28 27.50 -2.06  0.0550
C 29.67 27.48 -1.79  -0.1307
C 30.33 27.96 -3.07  -0.1531
C 29.27 27.81 -4.13  -0.0702
H 29.96 26.45 -1.54  0.1336
H 29.93 28.20 -1.01  0.1330
H 31.18 27.34 -3.34  0.1213
H 30.66 29.00 -3.01  0.1233
H 29.39 26.90 -4.72  0.1368
H 29.30 28.66 -4.82  0.1357
O 18.54 28.78 -2.34  0.0742
C 18.74 28.65 -1.13  -0.4495
O 18.61 29.69 -0.28  0.0060
C 18.51 29.28 1.07  -0.1125
C 19.16 27.88 1.05  -0.1403
C 19.01 27.39 -0.35  -0.0870
H 17.43 29.26 1.22  0.1388
H 19.05 29.97 1.71  0.1039
H 18.63 27.23 1.74  0.1252
H 20.21 27.90 1.35  0.0990
H 18.12 26.77 -0.49  0.1433
H 19.88 26.87 -0.74  0.0876
O 24.98 25.86 -4.61  0.0040
C 24.75 24.88 -3.93  -0.4533
O 25.04 23.71 -4.40  0.1003
C 24.76 22.68 -3.48  -0.1364
C 24.58 23.40 -2.18  -0.1694
C 24.39 24.86 -2.46  -0.0539
H 25.59 22.02 -3.27  0.1373
H 23.82 22.15 -3.66  0.1366
H 25.44 23.23 -1.53  0.1224
H 23.74 23.08 -1.56  0.1172
H 25.04 25.51 -1.87  0.1396
H 23.36 25.18 -2.41  0.1195
O 22.81 29.97 -4.96  0.0194
C 21.91 30.61 -4.49  -0.4334
O 20.65 30.49 -4.98  0.0259
C 19.70 31.27 -4.23  -0.1297
C 20.41 31.49 -2.94  -0.1511
C 21.92 31.48 -3.29  -0.0515
H 18.78 30.71 -4.10  0.1253
H 19.56 32.21 -4.77  0.1360
H 20.19 30.74 -2.19  0.0819
H 20.08 32.44 -2.52  0.1281
H 22.64 31.32 -2.49  0.1066
H 22.25 32.44 -3.66  0.1392
O 22.62 27.25 -5.10  -0.0349
C 21.50 26.76 -4.94  -0.3790
O 21.38 25.55 -4.36  0.0464
C 20.05 25.18 -4.10  -0.1413
C 19.25 26.07 -5.05  -0.1271
C 20.16 27.30 -5.30  -0.0361
H 19.80 25.49 -3.08  0.1224
H 19.74 24.15 -4.29  0.1367
H 18.34 26.46 -4.58  0.1177
H 18.93 25.56 -5.95  0.1199
H 19.93 28.12 -4.62  0.1146
H 20.13 27.56 -6.36  0.1450

Calculated values
HOMO level = -0.3765 Eh
Total charge = +1
LUMO energy = -2.472 eV

=====

Below is a 2-piece molecular cluster, C2H3FNP overall at a distorted geometry, with properties calculated with wB97M-V/def2-TZVPD.

Last column: Löwdin charge in e.
Cartesian coordinates (Å):
H 1.62 1.72 -0.35  0.1020
N 1.84 0.72 -0.78  0.0366
C 1.25 -0.19 -0.23  -0.7366
C 0.97 -1.56 0.01  -0.3640
P -0.05 -0.66 1.05  0.9364
H 1.35 -2.54 -0.17  0.0383
F -3.73 1.54 0.52  -0.0943
H -3.25 0.98 -0.05  0.0816

Calculated values
HOMO level = -0.3174 Eh
Structure (SMILES) = [H]/N=c1/cp1.F
Energy relative to the best compared isomer or geometry (same formula, charge and spin) = 37.21 kcal per mole
LUMO energy = -0.845 eV

=====

Below is C19H31ClMnN2O as an isolated structure at a distorted geometry, with properties calculated with wB97M-V/def2-TZVPD.

Last column: Löwdin charge in e.
Cartesian coordinates (Å):
C -4.54 5.78 -1.19  -0.1672
C -5.66 5.01 -0.64  0.0140
C -3.62 6.46 -0.27  0.0129
C -4.09 5.53 -2.56  0.0142
Cl -1.50 2.00 -0.46  0.1990
H -3.84 7.54 -0.09  0.1511
H -2.61 6.38 -0.69  0.1070
H -3.62 5.93 0.70  0.1140
H -6.64 5.52 -0.69  0.1500
H -5.43 4.80 0.41  0.1096
H -5.74 4.06 -1.18  0.1170
H -4.52 6.21 -3.33  0.1509
H -4.31 4.49 -2.84  0.1182
H -3.00 5.66 -2.57  0.1048
C 0.55 -0.67 1.80  -0.1096
C 0.76 0.68 2.23  -0.1100
C -0.51 1.31 2.33  -0.0929
H 1.73 1.16 2.43  0.1394
C -1.51 0.35 1.95  -0.1049
C -0.86 -0.84 1.53  -0.0866
H -1.34 -1.72 1.14  0.1316
H 1.28 -1.46 1.73  0.1214
H -0.67 2.31 2.73  0.1412
H -2.58 0.47 1.99  0.1314
C 0.90 -0.08 -1.65  -0.0895
C 1.82 -0.09 -0.54  -0.1550
C 2.06 1.30 -0.18  -0.1192
H 2.36 -0.96 -0.16  0.1144
C 1.49 2.11 -1.20  -0.0964
C 0.80 1.27 -2.12  -0.0978
H 0.26 1.56 -3.03  0.1292
H 0.46 -0.97 -2.12  0.1378
H 2.72 1.66 0.63  0.1377
H 1.64 3.19 -1.24  0.1332
Mn 0.03 0.67 0.26  0.4380
C 0.20 -4.05 1.59  -0.0552
N 1.48 -4.51 1.13  -0.1169
C 2.05 -5.69 1.75  -0.0457
C 1.90 -3.84 0.02  -0.4749
O 1.11 -3.01 -0.48  -0.0509
N 3.12 -4.00 -0.56  -0.1272
C 4.18 -4.88 -0.14  -0.0477
C 3.47 -3.06 -1.61  -0.0455
H -0.27 -4.82 2.20  0.0961
H -0.42 -3.81 0.72  0.0882
H 0.31 -3.13 2.17  0.0651
H 2.29 -6.47 1.01  0.0992
H 2.94 -5.48 2.35  0.0877
H 1.28 -6.08 2.42  0.0894
H 4.04 -5.89 -0.55  0.1023
H 5.13 -4.49 -0.52  0.0985
H 4.26 -4.95 0.96  0.0801
H 2.55 -2.57 -1.92  0.0669
H 4.17 -2.31 -1.21  0.0987
H 3.93 -3.58 -2.44  0.1029

Calculated values
HOMO level (alpha / beta) = -0.4750 / -0.4750 Eh
Total charge = +2
Spin multiplicity = 4
Expectation value of S² = 4.19
LUMO energy (alpha / beta) = -8.060 / -8.060 eV